ORCA calculation (ωB97M-V/def2-TZVPD) on a molecular structure, C41H39CrN3O7P2 in a non-equilibrium geometry.

Summary:
- largest force on an atom (eV Å⁻¹) = 2.5
- spin multiplicity = 5
- gap between HOMO and LUMO (alpha / beta) (eV) = 5.18 / 5.83
- ⟨S²⟩ = 6.1244
- ΔE to the lowest compared entry with this formula, charge and spin (kcal per mole) = 0.0
- total energy (eV) = -108937.219

Element x y z (Å)
1 Cr 1.2294 -1.4991 1.8117
2 C -2.8547 0.1693 4.1802
3 C -3.0921 0.0584 2.8738
4 C -3.1277 1.0792 1.7721
5 C -1.7789 1.6917 1.2947
6 C -0.8355 2.2145 2.3226
7 C -1.0800 2.6109 3.5707
8 C -2.4165 2.6933 4.2363
9 C -2.7529 1.4079 5.0231
10 C 3.2291 -0.8316 1.8867
11 H -2.9051 -0.7524 4.7772
12 H -3.1994 -0.9689 2.4870
13 H -3.8260 1.8964 1.9890
14 H -3.5462 0.5657 0.8874
15 H -1.2623 0.9750 0.6342
16 H -2.0036 2.5466 0.6363
17 H 0.2055 2.2810 1.9925
18 H -0.2434 2.9787 4.1778
19 H -3.2280 2.8992 3.5253
20 H -2.3417 3.5177 4.9684
21 H -1.9874 1.2502 5.7984
22 H -3.6767 1.5422 5.6142
23 H 3.9642 -1.5805 2.2441
24 H 3.2903 0.0490 2.5494
25 H 3.5076 -0.5248 0.8595
26 P -0.3187 -1.6186 -3.5201
27 P 1.2961 0.4818 -3.9152
28 C -1.2464 -0.1885 -4.1398
29 C -0.3945 0.8216 -4.4693
30 C -0.7161 -2.8574 -4.8336
31 C -1.7993 -2.7294 -5.7185
32 C -2.0151 -3.6783 -6.7222
33 C -1.1293 -4.7478 -6.8738
34 C -0.0352 -4.8800 -6.0094
35 C 0.1676 -3.9426 -4.9970
36 C -1.1708 -2.1351 -2.0044
37 C -0.7263 -1.6087 -0.7705
38 C -1.3145 -2.0431 0.4142
39 C -2.3793 -2.9476 0.3622
40 C -2.8617 -3.4132 -0.8668
41 C -2.2435 -3.0298 -2.0575
42 C 2.1763 0.8569 -5.5193
43 C 1.9730 -0.0145 -6.6074
44 C 2.5856 0.2339 -7.8371
45 C 3.4363 1.3374 -7.9908
46 C 3.6551 2.2005 -6.9143
47 C 3.0294 1.9580 -5.6866
48 C 1.6441 1.9750 -2.9249
49 C 2.9132 2.0505 -2.3205
50 C 3.2699 3.1862 -1.5969
51 C 2.3545 4.2357 -1.4410
52 C 1.0832 4.1428 -2.0122
53 C 0.7157 3.0069 -2.7369
54 H -2.3329 -0.2118 -4.2536
55 H -0.6197 1.7395 -5.0186
56 H -2.4717 -1.8780 -5.6425
57 H -2.8725 -3.5707 -7.3901
58 H -1.2844 -5.4717 -7.6724
59 H 0.6625 -5.7100 -6.1329
60 H 1.0219 -4.0330 -4.3276
61 H 0.0819 -0.8675 -0.7640
62 H -0.9970 -1.6454 1.4025
63 H -2.8434 -3.3010 1.2846
64 H -3.7202 -4.0810 -0.8987
65 H -2.5938 -3.4140 -3.0169
66 H 1.3272 -0.8883 -6.4928
67 H 2.4075 -0.4345 -8.6802
68 H 3.9278 1.5186 -8.9472
69 H 4.3146 3.0641 -7.0235
70 H 3.2085 2.6401 -4.8581
71 H 3.6156 1.2234 -2.4388
72 H 4.2644 3.2519 -1.1582
73 H 2.6340 5.1223 -0.8694
74 H 0.3685 4.9585 -1.8977
75 H -0.2825 2.9323 -3.1657
76 O 0.2528 -1.9349 10.1107
77 N 0.4317 -0.7519 9.7517
78 O 0.5191 0.1934 10.5616
79 C 0.5382 -0.4708 8.3357
80 C 0.4159 -1.5219 7.4110
81 C 0.4811 -1.2798 6.0416
82 C 0.8497 0.0462 5.5108
83 O 1.0380 0.2754 4.2945
84 C 0.9404 1.0832 6.5435
85 C 0.7300 0.8449 7.8904
86 N 1.1334 2.4742 6.1205
87 O 0.5288 3.3434 6.7968
88 O 1.8593 2.7421 5.1466
89 N 0.1933 -2.3759 5.1408
90 O 0.0642 -3.5090 5.6378
91 O 0.0295 -2.1791 3.9000
92 H 0.2220 -2.5269 7.7764
93 H 0.7388 1.6818 8.5880

=====

ORCA calculation (ωB97M-V/def2-TZVPD) on a molecular structure, C24H52F9N2O13V in a non-equilibrium geometry.

Summary:
- largest force on an atom (eV Å⁻¹) = 3.7
- spin multiplicity = 2
- gap between HOMO and LUMO (alpha / beta) (eV) = 6.98 / 6.96
- charge = -1
- ⟨S²⟩ = 0.7742
- ΔE to the lowest compared entry with this formula, charge and spin (kcal per mole) = 0.0
- total energy (eV) = -105474.263

Element x y z (Å)
1 O 16.9116 -7.1600 -16.2093
2 V 16.9733 -5.6510 -16.7169
3 C 18.6277 -4.7133 -13.8450
4 O 18.4364 -3.4220 -13.2969
5 O 17.7807 -4.8904 -14.8391
6 C 20.1372 -4.9578 -14.1441
7 F 20.6896 -5.8138 -13.2455
8 F 20.3735 -5.4794 -15.3523
9 F 20.8856 -3.8329 -14.0910
10 C 18.6130 -3.3541 -11.9183
11 C 18.6132 -1.8967 -11.4736
12 H 19.0444 -1.7750 -10.4793
13 H 19.2158 -1.2808 -12.1478
14 H 17.6034 -1.4902 -11.5343
15 H 19.5104 -3.8544 -11.5274
16 H 17.7604 -3.8250 -11.3986
17 H 18.3500 -5.4845 -13.0874
18 C 17.8726 -2.6125 -18.0267
19 O 17.6005 -1.3407 -17.4051
20 O 17.3047 -3.5462 -17.3312
21 C 17.5161 -2.6618 -19.5184
22 F 16.2206 -2.4469 -19.7986
23 F 18.2132 -1.7718 -20.2751
24 F 17.8064 -3.8928 -20.0044
25 C 18.3230 -0.2127 -17.8399
26 C 17.8101 0.9513 -17.0035
27 H 18.2987 1.8829 -17.2969
28 H 16.7305 0.9943 -17.1042
29 H 18.1204 0.7410 -15.9788
30 H 18.1289 -0.0234 -18.9006
31 H 19.4077 -0.3581 -17.7226
32 H 18.9939 -2.6790 -17.9794
33 C 14.0120 -5.5749 -16.0457
34 O 14.2673 -6.7082 -16.8844
35 O 15.1091 -4.8647 -15.9128
36 C 12.8501 -4.7434 -16.6525
37 F 12.9564 -3.4525 -16.3400
38 F 12.8099 -4.7773 -18.0067
39 F 11.6425 -5.1884 -16.2190
40 C 13.2213 -7.6388 -17.0216
41 C 13.7803 -8.8525 -17.7512
42 H 13.9790 -8.6251 -18.8007
43 H 14.7334 -9.1362 -17.2977
44 H 13.1116 -9.7090 -17.6542
45 H 12.4119 -7.1801 -17.5969
46 H 12.8538 -8.0051 -16.0533
47 H 13.6313 -5.9685 -15.0762
48 C 18.9436 -9.3969 -17.6088
49 O 19.9244 -8.4511 -17.2500
50 C 21.2139 -8.7750 -17.7381
51 C 22.1612 -7.7028 -17.2427
52 N 22.3139 -6.5334 -18.1398
53 C 22.7811 -6.8380 -19.4896
54 C 24.2280 -7.2904 -19.6196
55 O 25.0776 -6.1675 -19.5688
56 C 26.1017 -6.1680 -20.5219
57 H 19.3145 -10.4139 -17.4343
58 H 18.7121 -9.2744 -18.6762
59 H 18.0262 -9.2732 -17.0378
60 H 21.1878 -8.7913 -18.8345
61 H 21.5065 -9.7692 -17.3818
62 H 23.1539 -8.1479 -17.0738
63 H 21.8008 -7.3409 -16.2803
64 H 23.0608 -6.0039 -17.6986
65 H 22.6092 -5.9468 -20.0999
66 H 22.1160 -7.5511 -19.9824
67 H 24.3162 -7.7684 -20.6068
68 H 24.4759 -8.0592 -18.8802
69 H 26.7051 -5.2675 -20.4168
70 H 25.6865 -6.1256 -21.5412
71 H 26.7626 -7.0415 -20.4639
72 C 19.3620 -8.9955 -13.9300
73 O 17.9772 -8.8686 -14.0184
74 C 17.3789 -8.6746 -12.7709
75 C 15.8914 -8.5764 -12.8678
76 N 15.3385 -9.8995 -13.2016
77 C 13.9554 -9.8707 -13.6099
78 C 12.9363 -9.8890 -12.4621
79 O 13.4046 -10.6892 -11.4184
80 C 12.9005 -10.3555 -10.1512
81 H 19.6518 -9.8184 -13.2521
82 H 19.8368 -8.0637 -13.6219
83 H 19.7076 -9.3349 -14.9045
84 H 17.8502 -7.8021 -12.2847
85 H 17.6637 -9.4874 -12.0734
86 H 15.5046 -7.8566 -13.5898
87 H 15.5230 -8.2248 -11.8877
88 H 15.3942 -10.4821 -12.3732
89 H 13.7674 -10.7113 -14.2862
90 H 13.7889 -8.9700 -14.2045
91 H 11.9627 -10.2269 -12.8371
92 H 12.8099 -8.8460 -12.1348
93 H 13.0595 -11.1889 -9.4727
94 H 11.8327 -10.0998 -10.1547
95 H 13.4108 -9.4521 -9.7875
96 O 18.9644 -5.9129 -17.5677
97 H 19.4319 -6.7426 -17.3552
98 H 19.6401 -5.2608 -17.7745
99 O 16.3909 -6.2576 -18.7543
100 H 15.5544 -6.0392 -19.1783
101 H 16.8381 -6.8894 -19.3209